This record from the OMol25 dataset describes an isolated ion of composition C12H14NO2 and charge +1 at a distorted geometry. The level of theory is wB97M-V/def2-TZVPD.

```
! RIJCOSX wB97M-V def2-TZVPD def2/J DEFGRID3
* xyz 1 1
O 1.8335 1.9806 -0.9631
O -0.9714 -0.1779 2.5178
N 1.7674 0.5301 -2.5506
C -1.6924 -1.0896 3.4258
C 3.0108 1.1318 -2.7182
C -1.3119 -0.6306 4.7997
C -0.0530 0.4260 -0.8468
C -0.1736 0.4771 0.5116
C 3.0005 2.1928 -1.5987
C -2.0873 -0.8300 -0.8883
C -2.1609 -0.7379 0.5006
C 4.0335 0.6524 -3.7029
C -1.1467 -0.1521 1.2255
C -1.1504 -0.0925 -1.6167
C 1.0835 1.0543 -1.4971
H 1.4158 -0.1390 -3.1879
H -1.6524 0.3685 5.1694
H -1.6249 -1.3565 5.5303
H 3.9649 1.1255 -4.6791
H -2.7480 -1.0325 3.2077
H -1.2180 0.1579 -2.6785
H -2.7810 -1.4803 1.0441
H -3.0001 -1.1938 -1.4177
H 4.9776 0.7690 -3.3096
H -1.4222 -2.1532 3.2925
H 3.6970 -0.5135 -3.8657
H 0.6922 0.8508 1.1822
H -0.2616 -0.6942 4.7440
H 3.6650 2.9739 -1.2446
*
```

Computed properties:
Kohn-Sham gap ... 8.03 eV
HOMO ... -11.88 eV
M ... 204.2 g mol⁻¹
E_LUMO ... -3.86 eV
Energy relative to the best compared isomer or geometry (same formula, charge and spin) ... 0.0 kcal per mole
Total energy ... -670.58172 Ha
SMILES ... CCOc1cccc(-c2[nH+]c(C)co2)c1
Max |F| ... 6.6 eV/A

The Mulliken scheme yields these atomic charges, measured in e: -0.301, -0.319, -0.014, -0.298, 0.445, -1.293, 0.587, -0.256, -0.260, -0.673, -0.482, -1.038, 0.614, -0.726, 0.303, 0.240, 0.291, 0.412, 0.290, 0.382, 0.426, 0.292, 0.339, 0.354, 0.353, 0.292, 0.304, 0.350, 0.383